# 1
A cluster of 2 separate species, C27H58B2Br2IN5O8P in total. Source: OMol25; level of theory: ωB97M-V/def2-TZVPD.

The calculation puts the total energy at -7775.31981 hartree. Its LUMO energy is -3.79 eV. The charge is +1. The value obtained for the molar mass is 920.1 g mol⁻¹.

XYZ file:
```
104
Properties=species:S:1:pos:R:3:lowdin_charge:R:1
H 1.630 -0.934 -0.047 0.117
H 2.217 2.650 -2.591 0.111
C -0.313 -3.111 1.286 -0.110
C -1.932 -3.387 4.842 -0.098
Br -2.465 -3.483 -3.260 0.782
H 3.725 -1.760 0.556 0.109
C -1.133 1.591 -1.078 -0.319
H -1.942 -5.467 7.425 0.069
H 0.757 2.709 1.966 0.111
O -0.433 -0.326 1.762 -0.003
O 1.302 -1.092 -4.364 -0.175
H -0.621 3.969 1.707 0.114
H -0.879 -2.249 9.744 0.080
H 2.253 6.914 -1.898 0.078
C 3.706 5.140 -2.537 -0.356
O 5.175 5.157 -2.824 -0.122
H 5.579 4.604 -2.072 0.116
C 4.687 0.408 0.818 -0.138
C -0.929 -5.567 7.033 -0.090
C -0.076 0.838 -2.143 -0.289
H -0.418 -2.996 2.463 0.073
H 3.666 0.965 1.069 0.075
H -0.468 -6.426 7.528 0.074
Br -4.937 0.464 -4.927 0.663
B -1.349 -0.642 0.608 -0.457
C 2.794 5.028 -3.928 -0.162
B -0.298 2.596 -0.089 -0.457
C -5.058 -2.636 -5.146 -0.143
N 3.107 3.760 -4.728 -0.098
H -5.172 -2.464 -6.312 0.108
H -0.985 -5.810 5.970 0.053
H -2.466 0.487 -3.524 0.124
H -0.616 -1.787 -4.873 0.119
H -2.883 -3.488 5.373 0.071
H 0.301 -4.364 8.305 0.102
C -1.530 -2.309 0.466 -0.145
H 3.692 -0.914 -2.370 0.121
H 0.084 -2.719 5.141 0.108
C -0.339 2.827 1.510 -0.043
I -3.683 1.306 0.931 1.070
H -1.441 -3.934 9.657 0.064
H 3.549 4.196 -1.824 0.130
C -0.075 -4.325 7.276 -0.248
H -1.453 -2.680 -0.640 0.041
H 3.184 6.074 -0.484 0.087
H -0.620 -1.486 -2.259 0.134
H 2.045 2.108 -5.740 0.130
C -0.169 -0.795 -4.381 -0.072
H 0.831 -4.393 6.660 0.115
H -4.665 -3.696 -4.875 0.047
C 1.883 2.850 -4.819 -0.167
O 1.108 0.635 -1.377 -0.106
H -1.586 -4.380 4.551 0.057
O 0.321 1.673 -3.282 -0.137
H -3.623 4.184 -0.623 0.067
O 2.261 -2.088 -5.897 0.064
H 2.462 1.063 -3.554 0.124
N -0.711 -3.022 7.065 -0.189
H -6.167 -2.554 -4.710 0.111
C 1.745 -0.595 -1.188 -0.180
H 1.512 -1.536 -1.819 0.134
H -2.554 -2.563 0.976 0.122
C -0.881 -2.640 5.658 -0.250
C -2.069 0.454 -0.374 -0.569
H 5.291 0.097 1.774 0.083
P -2.386 2.812 -1.873 0.930
C -3.015 -1.553 -3.571 -0.538
C -2.978 -0.224 -1.576 -0.238
H 5.291 -1.329 -0.527 0.118
H -2.137 -2.842 3.914 0.051
O -2.611 4.143 -0.710 -0.351
H -2.746 -3.363 7.585 0.094
H -2.354 3.463 -4.174 0.047
H 0.726 -2.607 1.016 0.066
C -0.785 -0.490 -2.873 -0.072
H -1.699 4.710 -3.160 0.065
H -2.599 -2.634 9.920 0.075
H 2.980 6.009 -4.559 0.136
H 5.290 1.170 0.129 0.087
H -0.259 -4.252 1.014 0.089
C -4.219 -1.377 -4.481 -0.548
C 1.730 1.963 -3.402 -0.159
H 1.649 4.991 -3.594 0.120
H -1.040 2.165 2.153 0.036
O 0.602 3.574 -0.806 -0.006
N -2.320 -0.351 -2.919 -0.097
H 3.605 0.778 -1.520 0.108
H -3.969 0.421 -1.744 0.093
N -1.829 3.679 -3.298 -0.174
H -3.405 -1.302 -1.291 0.150
H -1.127 -1.571 5.625 0.110
H 0.008 4.304 -1.185 0.108
C 3.291 6.452 -1.610 -0.079
H 0.410 0.101 1.432 0.100
H 3.936 3.259 -4.329 0.107
H -2.198 -1.697 7.716 0.117
C -1.895 -2.738 7.882 -0.270
H -0.438 0.059 -5.171 0.171
H 4.181 7.213 -1.608 0.088
C 4.259 -0.935 -0.080 -0.237
C -1.682 -2.903 9.386 -0.090
H 0.899 3.463 -4.992 0.117
N 1.508 -2.323 -4.935 0.004
C 3.397 -0.365 -1.352 -0.161
```



# 2
A structure of composition C44H44GeIrN2O4Si. Source: OMol25; level of theory: ωB97M-V/def2-TZVPD.

The calculation puts the total energy at -4583.35044 hartree. Its LUMO energy is -10.08 eV. The charge is +3. The value obtained for the molar mass is 957.8 g mol⁻¹.

XYZ file:
```
97
Properties=species:S:1:pos:R:3:lowdin_charge:R:1
C -2.620 1.896 -0.393 -0.192
H 3.283 -2.193 1.657 0.170
H 3.961 2.884 -1.011 0.155
C 1.568 -5.483 4.335 -0.048
C -2.615 0.264 -4.789 -0.263
H -3.867 0.705 -2.143 0.083
H 3.467 -3.553 -3.320 0.117
H -3.984 3.240 0.529 0.130
H -2.107 -6.254 -4.299 0.119
H 0.456 -0.665 -3.048 0.029
H -3.945 -0.198 2.456 0.131
C -0.977 -3.236 -3.270 -0.114
C 0.477 -5.164 5.137 -0.035
C 3.164 -4.199 -2.504 -0.053
H -1.553 -3.753 2.818 0.102
Ir -0.353 0.147 -0.616 1.273
O 0.583 -1.894 0.398 -0.051
H 5.478 1.114 -0.089 0.151
C 1.212 2.648 -1.193 -0.405
H -4.086 3.143 -5.837 0.114
C -0.351 -0.018 -2.685 -0.227
H -2.340 2.399 -1.316 0.114
H -3.206 -1.217 0.491 0.095
H 0.489 -5.426 6.187 0.123
H 2.418 -5.387 2.370 0.096
C -4.160 -5.385 -0.360 -0.039
C -4.658 1.228 0.975 -0.155
C 1.558 -5.149 2.988 -0.103
H -4.682 2.410 -0.851 0.117
H 4.463 -1.006 0.698 0.144
H -0.088 -2.779 -2.847 0.052
Ge 0.273 -4.157 0.563 1.228
C -3.489 1.522 -7.117 -0.047
Si -2.067 -0.617 -3.253 0.674
N -2.445 0.424 -0.580 -0.310
H -0.157 0.995 -3.050 0.030
H 1.609 -2.878 -1.851 0.071
H -5.258 0.505 0.417 0.121
C 2.116 -3.822 -1.675 -0.139
C -3.202 -6.287 0.084 -0.036
H 1.014 4.436 -1.801 0.188
H -3.277 2.074 -3.788 0.088
O 1.702 3.789 -1.563 0.240
C -3.542 0.501 1.724 -0.151
C 2.222 1.654 -0.757 -0.130
O 2.395 -2.471 1.372 0.213
H -4.588 -3.349 -0.878 0.112
C -2.541 -3.614 -0.283 -0.127
H -2.929 1.223 2.269 0.124
C 2.460 -0.410 0.173 -0.137
H 3.937 -7.177 -1.081 0.125
C 2.380 -5.865 -0.408 -0.088
C -2.708 -0.284 0.713 -0.188
H 2.427 -5.990 4.756 0.120
C -3.630 2.163 -5.892 -0.062
H 4.650 -5.689 -2.921 0.124
H -2.265 -2.586 -0.445 0.054
C 0.433 -4.521 2.450 -0.304
C 4.409 0.953 -0.156 0.053
H -1.735 -0.531 1.198 0.106
C -3.218 -3.058 -4.114 -0.088
H -4.092 -2.464 -4.369 0.118
C -1.912 -5.849 0.357 -0.089
C 3.428 -6.235 -1.245 -0.037
C -3.833 -4.047 -0.533 -0.058
C -3.178 1.545 -4.735 -0.101
C 3.823 -5.403 -2.283 -0.039
H -3.457 -7.330 0.222 0.123
C -2.095 -2.447 -3.547 -0.278
H -5.168 -5.725 -0.558 0.123
H -2.009 -1.347 -6.100 0.107
H -2.818 -0.246 -8.140 0.118
O 0.015 2.380 -1.159 0.032
H -0.087 -5.190 -3.337 0.107
N 1.679 0.512 -0.377 0.023
C -1.581 -4.512 0.152 -0.298
H -1.174 -6.555 0.729 0.115
H -3.798 2.024 -8.024 0.119
C 3.830 -0.224 0.292 0.078
C -2.921 0.256 -7.187 -0.050
C -0.671 -4.214 3.248 -0.096
C 1.721 -4.658 -0.626 -0.283
C -0.974 -4.598 -3.538 -0.063
C 1.775 -1.626 0.656 -0.429
H 2.078 -6.531 0.392 0.108
C 3.580 1.927 -0.676 0.100
C -4.049 2.275 0.026 -0.136
H -1.492 -4.298 5.224 0.119
H -5.320 1.714 1.688 0.126
C -3.227 -4.423 -4.367 -0.048
H -3.840 -0.929 -1.503 0.089
C -3.206 -0.085 -1.781 -0.152
C -2.104 -5.193 -4.082 -0.046
H -4.109 -4.884 -4.792 0.119
C -2.468 -0.366 -6.030 -0.083
C -0.639 -4.530 4.600 -0.047
H -1.924 2.222 0.384 0.115
```



> The lowest molar mass belongs to which entry?

C27H58B2Br2IN5O8P